ORCA calculation (wB97M-V/def2-TZVPD) on 2 unconnected molecules or ions with the total composition C3H10N2S in a non-equilibrium geometry.

The frontier orbital gap comes out at 9.23 eV. As for the structure (SMILES): NCCS.C=N. The charge is 0. For the relative energy (zero: lowest compared OMol25 entry of this formula, charge and spin), the calculation gives 24.3 kcal per mole. As for the electronic energy: -627.95597 a.u.

Cartesian coordinates (Å):
1 N -0.689 -0.203 -0.050
2 C -0.462 1.020 0.706
3 C -1.740 1.607 1.312
4 S -2.847 0.343 2.036
5 H 0.162 -0.744 -0.143
6 H -1.068 -0.030 -0.981
7 H 0.185 0.707 1.523
8 H 0.106 1.736 0.130
9 H -2.274 2.178 0.570
10 H -1.438 2.287 2.094
11 H -2.228 -0.578 1.225
12 C 2.362 -1.603 -2.058
13 N 2.166 -1.499 -0.830
14 H 3.205 -2.115 -2.493
15 H 1.647 -1.134 -2.721
16 H 2.912 -1.973 -0.321

=====

ORCA calculation (wB97M-V/def2-TZVPD) on a molecular structure, C20H37MoNO3SSi in a non-equilibrium geometry.

The frontier orbital gap (alpha / beta) comes out at 6.99 / 7.50 eV. As for the spin multiplicity: 3. The charge is 0. As for the electronic energy: -1820.70433 a.u.

Cartesian coordinates (Å):
1 C 1.846 4.362 -0.862
2 C 1.587 4.196 0.530
3 C 0.303 3.598 0.668
4 C -0.223 3.376 -0.636
5 C 0.733 3.849 -1.584
6 Mo 1.726 2.043 -0.463
7 C 3.666 1.934 0.370
8 C 4.027 1.962 -1.086
9 C 5.158 2.500 -1.626
10 N 2.933 1.459 -1.833
11 H -0.174 3.316 1.608
12 H 2.257 4.478 1.343
13 H -1.178 2.901 -0.871
14 H 0.636 3.807 -2.671
15 H 2.773 4.742 -1.296
16 H 4.217 2.642 1.002
17 H 3.078 1.432 -2.845
18 H 3.675 0.908 0.780
19 H 5.972 2.844 -0.982
20 H 5.308 2.536 -2.713
21 C -3.942 0.500 1.938
22 C -2.489 0.116 2.250
23 C -1.819 1.262 3.026
24 C -2.482 -1.151 3.117
25 O -1.873 -0.098 1.149
26 Si -0.588 -0.654 0.362
27 S 1.164 0.269 1.236
28 O -0.537 -2.267 0.493
29 C -0.062 -3.384 0.917
30 C 1.175 -3.147 1.799
31 C -1.130 -4.136 1.732
32 C 0.334 -4.261 -0.282
33 O -0.683 -0.245 -1.187
34 C -0.835 -0.505 -2.431
35 C 0.307 0.160 -3.208
36 C -0.789 -2.020 -2.689
37 C -2.186 0.049 -2.905
38 H -4.509 0.689 2.875
39 H -4.449 -0.315 1.378
40 H -3.974 1.421 1.316
41 H -2.344 1.441 3.991
42 H -0.760 1.022 3.255
43 H -1.868 2.197 2.436
44 H -2.985 -1.982 2.579
45 H -1.437 -1.438 3.363
46 H -3.024 -0.982 4.073
47 H 0.911 -2.523 2.680
48 H 1.584 -4.113 2.166
49 H 1.971 -2.630 1.222
50 H -2.053 -4.289 1.130
51 H -0.753 -5.134 2.048
52 H -1.392 -3.594 2.657
53 H -0.545 -4.447 -0.936
54 H 1.137 -3.777 -0.873
55 H 0.717 -5.246 0.062
56 H 1.280 -0.258 -2.871
57 H 0.210 -0.027 -4.298
58 H 0.308 1.256 -3.034
59 H -1.595 -2.542 -2.129
60 H -0.920 -2.239 -3.771
61 H 0.193 -2.427 -2.385
62 H -3.020 -0.437 -2.355
63 H -2.241 1.145 -2.735
64 H -2.325 -0.145 -3.992

=====

ORCA calculation (wB97M-V/def2-TZVPD) on a gas-phase ion, C3H3N2OS (charge +1) in a non-equilibrium geometry.

The frontier orbital gap comes out at 9.57 eV. The charge is +1. For the relative energy (zero: lowest compared OMol25 entry of this formula, charge and spin), the calculation gives 86.7 kcal per mole. As for the electronic energy: -698.64849 a.u.

Cartesian coordinates (Å):
1 C -0.662 -1.136 0.131
2 C -1.039 -0.651 -1.157
3 C 0.237 -0.353 0.737
4 N 0.474 0.834 -0.001
5 N 1.445 1.562 0.892
6 O 1.833 2.559 0.425
7 S -0.434 0.904 -1.332
8 H -1.027 -1.986 0.582
9 H -1.537 -1.298 -1.900
10 H 0.710 -0.435 1.622

=====

ORCA calculation (wB97M-V/def2-TZVPD) on 4 unconnected molecules or ions with the total composition C34H76N4O9 in a non-equilibrium geometry.

The frontier orbital gap comes out at 8.98 eV. As for the structure (SMILES): CCCCCCCCCCC[C@@H](N=C=O)OCCOC.COCCNCCOC.COCCNCCOC.COCCNCCOC. The charge is 0. As for the electronic energy: -2236.88555 a.u.

Cartesian coordinates (Å):
1 C 4.366 -2.580 -0.596
2 C 4.035 -1.723 -1.911
3 C 4.547 -2.310 -3.311
4 C 5.586 -3.530 -3.253
5 C 4.916 -4.982 -3.605
6 C 3.568 -5.284 -2.785
7 C 2.534 -6.163 -3.698
8 C 1.097 -6.375 -2.995
9 C -0.145 -5.771 -3.833
10 C 0.160 -4.268 -4.396
11 C -1.140 -3.296 -4.303
12 C -0.690 -1.828 -3.833
13 N -0.609 -0.985 -5.109
14 C 0.614 -0.515 -5.184
15 O 1.763 -0.053 -5.208
16 O -1.610 -1.133 -2.972
17 C -1.913 -1.859 -1.761
18 C -0.659 -2.549 -1.034
19 O -0.842 -2.793 0.383
20 C 0.298 -3.606 0.788
21 H 4.481 -3.706 -0.749
22 H 5.347 -2.153 -0.148
23 H 3.558 -2.401 0.204
24 H 4.374 -0.632 -1.703
25 H 2.875 -1.655 -1.978
26 H 3.626 -2.623 -3.924
27 H 5.040 -1.447 -3.892
28 H 6.244 -3.575 -2.311
29 H 6.336 -3.355 -4.127
30 H 5.723 -5.761 -3.359
31 H 4.671 -4.977 -4.738
32 H 3.830 -5.941 -1.875
33 H 3.021 -4.363 -2.383
34 H 3.029 -7.213 -3.760
35 H 2.473 -5.786 -4.780
36 H 0.921 -7.508 -2.904
37 H 1.159 -5.902 -1.935
38 H -0.485 -6.449 -4.705
39 H -1.022 -5.645 -3.082
40 H 1.049 -3.878 -3.765
41 H 0.537 -4.279 -5.492
42 H -1.991 -3.770 -3.706
43 H -1.532 -3.200 -5.392
44 H 0.404 -1.848 -3.438
45 H -2.703 -2.683 -1.965
46 H -2.417 -1.121 -1.020
47 H 0.319 -1.962 -1.244
48 H -0.513 -3.587 -1.543
49 H 1.307 -3.066 0.707
50 H 0.381 -4.589 0.186
51 H 0.098 -3.914 1.883
52 C -4.727 -4.159 7.309
53 O -4.978 -3.513 6.069
54 C -4.903 -2.088 6.150
55 C -3.687 -1.570 5.378
56 N -2.439 -1.914 6.061
57 C -1.241 -1.680 5.252
58 C -1.080 -2.508 3.967
59 O -0.875 -3.900 4.197
60 C -2.067 -4.653 4.364
61 H -4.960 -5.218 7.191
62 H -3.673 -4.070 7.587
63 H -5.359 -3.749 8.102
64 H -4.902 -1.732 7.185
65 H -5.807 -1.700 5.669
66 H -3.757 -0.481 5.285
67 H -3.722 -2.006 4.374
68 H -2.463 -2.897 6.315
69 H -0.383 -1.895 5.898
70 H -1.184 -0.614 5.002
71 H -0.170 -2.156 3.470
72 H -1.893 -2.343 3.251
73 H -2.900 -4.254 3.778
74 H -2.334 -4.707 5.420
75 H -1.870 -5.674 4.029
76 C 0.260 0.690 1.752
77 O 0.972 1.125 2.901
78 C 2.287 1.601 2.603
79 C 2.376 3.111 2.832
80 N 1.620 3.847 1.818
81 C 1.447 5.268 2.124
82 C 0.634 5.628 3.378
83 O -0.749 5.292 3.288
84 C -1.056 3.955 3.647
85 H -0.657 0.202 2.088
86 H -0.016 1.540 1.122
87 H 0.846 -0.032 1.175
88 H 2.605 1.329 1.591
89 H 2.965 1.105 3.305
90 H 3.426 3.420 2.791
91 H 1.993 3.317 3.837
92 H 0.699 3.428 1.726
93 H 0.945 5.714 1.260
94 H 2.435 5.740 2.189
95 H 0.664 6.719 3.479
96 H 1.074 5.232 4.299
97 H -0.390 3.565 4.422
98 H -1.033 3.313 2.765
99 H -2.078 3.936 4.032
100 C -1.827 5.670 -4.922
101 O -1.634 7.058 -4.687
102 C -2.800 7.712 -4.181
103 C -2.586 8.146 -2.729
104 N -2.551 6.992 -1.830
105 C -2.092 7.313 -0.477
106 C -0.649 7.818 -0.319
107 O 0.344 6.842 -0.621
108 C 0.679 6.746 -1.997
109 H -0.950 5.292 -5.449
110 H -1.920 5.126 -3.979
111 H -2.710 5.495 -5.544
112 H -3.699 7.095 -4.286
113 H -2.943 8.609 -4.792
114 H -3.402 8.811 -2.429
115 H -1.647 8.709 -2.688
116 H -1.927 6.291 -2.218
117 H -2.190 6.393 0.111
118 H -2.779 8.042 -0.032
119 H -0.508 8.062 0.740
120 H -0.463 8.749 -0.865
121 H 0.599 7.706 -2.515
122 H 0.056 5.995 -2.485
123 H 1.713 6.403 -2.068

=====

ORCA calculation (wB97M-V/def2-TZVPD) on a molecular structure, C13H17Cl3GeN4O6P2Sr.

The frontier orbital gap (alpha / beta) comes out at 9.06 / 5.50 eV. As for the spin multiplicity: 2. The charge is +1. For the relative energy (zero: lowest compared OMol25 entry of this formula, charge and spin), the calculation gives 5.6 kcal per mole. As for the electronic energy: -5347.17809 a.u.

Cartesian coordinates (Å):
1 Sr 0.296 -1.009 1.938
2 N 1.988 -3.742 -1.274
3 C 1.985 -3.797 0.243
4 C 2.724 -5.063 0.661
5 P 0.170 -3.915 0.641
6 O 0.168 -3.903 2.281
7 O -0.268 -5.202 0.077
8 O -0.456 -2.599 0.282
9 P 2.927 -2.273 0.737
10 O 2.757 -2.283 2.374
11 O 4.318 -2.485 0.313
12 O 2.098 -1.090 0.316
13 H 1.478 -4.555 -1.637
14 H 2.954 -3.732 -1.617
15 H 1.517 -2.889 -1.593
16 H 2.215 -5.948 0.276
17 H 2.738 -5.136 1.748
18 H 3.759 -5.031 0.319
19 H 0.077 -4.795 2.640
20 H 3.537 -2.645 2.812
21 Cl 2.134 -1.683 6.716
22 Ge 0.525 -2.110 5.404
23 Cl -0.330 -0.156 4.791
24 Cl -1.035 -3.174 6.362
25 C -2.637 2.786 1.128
26 C -2.068 1.621 1.607
27 N -0.858 1.201 1.224
28 C -0.182 1.948 0.342
29 C -0.672 3.124 -0.206
30 C -1.929 3.545 0.213
31 C 0.168 3.907 -1.136
32 C -0.176 4.400 -2.324
33 C -1.443 4.201 -3.053
34 C -1.788 5.058 -4.090
35 C -2.972 4.798 -4.758
36 N -3.749 3.764 -4.449
37 C -3.321 2.996 -3.454
38 N -2.213 3.153 -2.740
39 H -3.616 3.090 1.469
40 H -2.599 1.002 2.322
41 H 0.795 1.580 0.043
42 H -2.346 4.464 -0.176
43 H 1.176 4.107 -0.787
44 H 0.557 5.006 -2.845
45 H -1.158 5.893 -4.363
46 H -3.306 5.430 -5.573
47 H -3.938 2.140 -3.203

=====

ORCA calculation (wB97M-V/def2-TZVPD) on a molecular structure, C45H55BKN9O2PS3 in a non-equilibrium geometry.

The frontier orbital gap comes out at 5.05 eV. The charge is -1. For the relative energy (zero: lowest compared OMol25 entry of this formula, charge and spin), the calculation gives 21.9 kcal per mole. As for the electronic energy: -4552.00631 a.u.

Cartesian coordinates (Å):
1 K -0.300 -0.890 0.175
2 C 0.312 5.254 1.149
3 C -0.163 4.612 2.461
4 C -1.594 4.136 2.226
5 C -0.174 5.638 3.600
6 N 0.821 3.558 2.817
7 C 2.167 3.917 2.877
8 C 2.880 2.797 3.057
9 N 2.015 1.729 3.117
10 B 2.576 0.270 3.111
11 N 1.824 -0.583 4.160
12 C 2.049 -0.273 5.482
13 C 1.358 -1.128 6.249
14 N 0.697 -2.004 5.403
15 C 0.978 -1.640 4.097
16 S 0.346 -2.337 2.703
17 C -0.136 -3.130 5.885
18 C -0.081 -3.167 7.412
19 C 0.412 -4.468 5.374
20 C -1.593 -2.913 5.461
21 N 2.581 -0.215 1.644
22 C 2.220 0.569 0.568
23 C 2.714 0.009 -0.548
24 N 3.410 -1.138 -0.185
25 C 3.327 -1.269 1.192
26 S 3.989 -2.430 2.198
27 C 3.890 -2.096 -1.211
28 C 4.077 -1.339 -2.529
29 C 5.237 -2.728 -0.847
30 C 2.812 -3.171 -1.380
31 C 0.734 2.185 2.998
32 S -0.634 1.227 3.156
33 H -0.418 5.995 0.818
34 H 0.403 4.478 0.386
35 H 1.277 5.752 1.252
36 H -2.185 5.004 1.914
37 H -2.033 3.710 3.121
38 H -1.630 3.383 1.445
39 H -0.889 6.433 3.380
40 H 0.809 6.088 3.742
41 H -0.467 5.151 4.531
42 H 2.502 4.934 2.795
43 H 3.944 2.659 3.139
44 H 3.724 0.346 3.479
45 H 2.689 0.543 5.768
46 H 1.279 -1.170 7.319
47 H 0.945 -3.270 7.769
48 H -0.647 -4.034 7.751
49 H -0.529 -2.274 7.853
50 H 1.432 -4.616 5.737
51 H 0.427 -4.486 4.290
52 H -0.213 -5.287 5.737
53 H -1.955 -1.961 5.856
54 H -2.218 -3.720 5.850
55 H -1.668 -2.889 4.377
56 H 1.658 1.482 0.660
57 H 2.688 0.372 -1.555
58 H 4.699 -0.452 -2.382
59 H 3.127 -1.046 -2.980
60 H 4.581 -1.991 -3.242
61 H 5.932 -1.968 -0.487
62 H 5.660 -3.205 -1.735
63 H 5.120 -3.467 -0.065
64 H 1.863 -2.720 -1.682
65 H 2.666 -3.693 -0.432
66 H 3.105 -3.894 -2.143
67 O -1.660 -2.596 -0.672
68 C -1.631 -3.226 -1.733
69 C -0.690 -3.358 -2.779
70 C -0.106 -4.592 -3.186
71 C 0.474 -4.721 -4.421
72 C 0.489 -3.659 -5.337
73 C -0.045 -2.439 -4.959
74 C -0.611 -2.255 -3.704
75 P -1.201 -0.665 -3.043
76 C -2.917 -0.593 -3.685
77 C -3.645 -1.750 -3.960
78 C -4.984 -1.673 -4.317
79 C -5.619 -0.442 -4.403
80 C -4.904 0.717 -4.132
81 C -3.569 0.639 -3.767
82 C -0.379 0.542 -4.157
83 C -0.832 0.968 -5.404
84 C -0.079 1.856 -6.159
85 C 1.137 2.330 -5.687
86 C 1.589 1.928 -4.437
87 C 0.828 1.052 -3.682
88 H -0.125 -5.419 -2.486
89 H 0.929 -5.666 -4.696
90 H 0.923 -3.794 -6.320
91 H -0.005 -1.605 -5.652
92 H -3.155 -2.714 -3.891
93 H -5.535 -2.580 -4.537
94 H -6.661 -0.382 -4.692
95 H -5.391 1.683 -4.199
96 H -3.013 1.546 -3.556
97 H -1.776 0.604 -5.791
98 H -0.441 2.175 -7.130
99 H 1.724 3.015 -6.286
100 H 2.527 2.310 -4.050
101 H 1.136 0.768 -2.685
102 C -2.011 4.247 -1.687
103 N -2.501 2.995 -1.137
104 C -3.830 2.799 -0.961
105 C -4.325 1.608 -0.565
106 C -3.379 0.548 -0.390
107 N -2.080 0.766 -0.471
108 C -1.577 1.971 -0.795
109 O -0.375 2.217 -0.834
110 N -3.784 -0.704 -0.129
111 H -2.334 4.367 -2.724
112 H -0.927 4.216 -1.659
113 H -2.373 5.092 -1.098
114 H -4.465 3.648 -1.181
115 H -5.384 1.452 -0.432
116 H -4.757 -0.926 -0.238
117 H -3.105 -1.464 -0.236

=====

ORCA calculation (wB97M-V/def2-TZVPD) on a molecular structure, C16H19BFeN6S in a non-equilibrium geometry.

The frontier orbital gap (alpha / beta) comes out at 4.65 / 4.76 eV. As for the spin multiplicity: 5. The charge is +2. As for the electronic energy: -2635.77582 a.u.

Cartesian coordinates (Å):
1 C -2.002 -2.359 1.313
2 N -1.198 -2.028 0.264
3 N -1.265 -3.080 -0.666
4 C -2.049 -4.050 -0.155
5 C -2.541 -3.627 1.087
6 B -0.450 -2.937 -1.978
7 N -0.728 -1.503 -2.551
8 N -0.641 -0.415 -1.672
9 C -0.775 0.721 -2.399
10 C -0.947 0.372 -3.736
11 C -0.897 -1.020 -3.797
12 Fe -0.090 -0.578 0.123
13 N 1.025 -2.775 -1.453
14 N 1.271 -1.705 -0.564
15 C 2.621 -1.608 -0.449
16 C 3.231 -2.643 -1.175
17 C 2.194 -3.340 -1.805
18 H 3.052 -0.801 0.131
19 H 2.192 -4.209 -2.460
20 H 4.284 -2.848 -1.209
21 H -0.618 -3.793 -2.790
22 H -0.962 -1.696 -4.634
23 H -2.205 -4.958 -0.712
24 H -1.091 1.065 -4.542
25 H -3.211 -4.141 1.756
26 H -0.768 1.683 -1.902
27 H -2.115 -1.655 2.131
28 H 2.078 1.792 -0.850
29 C 1.971 2.874 -0.921
30 H 2.623 3.222 -1.740
31 H 0.921 3.097 -1.178
32 H 2.223 3.321 0.047
33 S 0.002 0.498 2.035
34 C -0.276 2.072 2.625
35 C -0.925 3.109 1.917
36 C -1.024 4.388 2.481
37 C -0.567 4.638 3.781
38 C 0.031 3.600 4.512
39 C 0.154 2.331 3.959
40 H -1.354 2.870 0.949
41 H -1.463 5.215 1.921
42 H -0.677 5.628 4.243
43 H 0.401 3.772 5.524
44 H 0.564 1.503 4.540

=====

ORCA calculation (wB97M-V/def2-TZVPD) on 2 unconnected molecules or ions with the total composition CH2O3S2 in a non-equilibrium geometry.

The frontier orbital gap comes out at 7.79 eV. The charge is 0. For the relative energy (zero: lowest compared OMol25 entry of this formula, charge and spin), the calculation gives 62.0 kcal per mole. As for the electronic energy: -1061.27481 a.u.

Cartesian coordinates (Å):
1 C -0.974 -0.034 -1.074
2 O -3.458 1.459 0.355
3 O -4.212 -0.829 0.532
4 O -0.599 1.000 -0.664
5 S -0.777 -1.589 -0.340
6 S -3.886 0.256 -0.340
7 H -0.286 1.054 0.276
8 H -0.324 -1.643 0.928

=====

ORCA calculation (wB97M-V/def2-TZVPD) on 2 unconnected molecules or ions with the total composition C8H18Cl in a non-equilibrium geometry.

The frontier orbital gap (alpha / beta) comes out at 9.23 / 10.52 eV. As for the spin multiplicity: 2. The charge is 0. For the relative energy (zero: lowest compared OMol25 entry of this formula, charge and spin), the calculation gives 53.3 kcal per mole. As for the electronic energy: -775.66040 a.u.

Cartesian coordinates (Å):
1 Cl 1.063 6.765 1.266
2 H 1.010 5.538 1.295
3 C 0.791 0.557 0.911
4 H 1.471 1.100 0.266
5 H 0.924 1.159 1.789
6 C -0.545 0.741 0.413
7 C -1.559 1.431 1.330
8 C -0.746 1.467 -0.933
9 C -0.829 -0.718 0.321
10 C 0.329 -1.277 -0.551
11 C 0.400 -2.761 -0.431
12 C 1.470 -3.367 -1.318
13 H -2.628 1.192 1.094
14 H -1.455 1.194 2.392
15 H -1.547 2.546 1.263
16 H -1.716 1.262 -1.440
17 H -0.774 2.568 -0.828
18 H 0.008 1.275 -1.702
19 H -0.669 -1.128 1.327
20 H -1.768 -1.130 0.010
21 H 0.255 -0.905 -1.595
22 H 1.312 -0.803 -0.181
23 H 0.600 -2.996 0.620
24 H -0.578 -3.115 -0.685
25 H 1.385 -4.450 -1.252
26 H 1.322 -3.068 -2.366
27 H 2.475 -3.075 -1.016

=====

ORCA calculation (wB97M-V/def2-TZVPD) on a molecular structure, C4H7NO in a non-equilibrium geometry.

The frontier orbital gap comes out at 8.58 eV. The charge is 0. For the relative energy (zero: lowest compared OMol25 entry of this formula, charge and spin), the calculation gives 161.8 kcal per mole. As for the electronic energy: -286.37388 a.u.

Cartesian coordinates (Å):
1 C 0.472 -0.807 -0.677
2 C -1.041 0.279 0.454
3 C 1.478 0.315 0.516
4 C -2.237 -0.016 -0.030
5 O -0.492 0.683 1.474
6 N 2.061 1.249 0.019
7 H 2.321 2.147 0.398
8 H 1.515 -0.328 1.380
9 H -0.064 -1.636 -0.210
10 H 1.444 -0.803 -1.189
11 H 0.031 -0.934 -1.667
12 H -2.386 -0.425 -1.013
13 H -3.103 0.278 0.546